Computed, not measured: an isolated ion of composition C9H14N2P and charge +1 at a distorted geometry, with ωB97M-V/def2-TZVPD.

For the energy above the lowest of the compared OMol25 structures with the same formula, charge and spin, the calculation gives 0.0 kJ/mol. For the LUMO energy, the calculation gives -5.2 eV. The orbital gap comes out at 0.2854 hartree. As for the charge: +1.

Geometry as XYZ:
```
26
Properties=species:S:1:pos:R:3:forces:R:3:lowdin_charge:R:1
C -0.200 0.891 2.603 1.2116 -0.1110 -1.5227 -0.10
C 0.956 0.700 0.346 0.2879 0.4998 -0.3366 -0.09
C 0.289 0.230 1.507 -0.4060 -0.4223 0.9463 -0.33
C -1.688 -0.758 2.650 0.2598 -0.2089 -0.6057 -0.45
C -1.033 -1.100 -0.296 1.5792 1.8997 -1.0653 -0.05
C -2.863 -1.512 3.102 -0.3485 -0.2259 0.3213 -0.07
C 2.041 -0.557 -2.562 -0.2566 0.0777 -0.0369 -0.03
C 1.444 1.906 -2.379 -0.0980 -0.2597 0.1599 -0.04
C 0.981 0.463 -2.131 0.5369 0.2879 -1.1728 -0.42
N -1.245 0.299 3.227 -1.1204 -0.3329 0.9944 0.07
N 0.614 0.215 -0.778 -2.6284 -2.0106 1.5263 0.06
P -0.494 -1.426 1.371 0.5146 0.5345 1.1840 1.08
H 0.120 1.857 2.960 0.0899 0.1591 -0.0363 0.13
H 1.680 1.508 0.423 0.0893 0.0451 -0.2047 0.16
H -1.818 -0.383 -0.489 -0.1075 0.0420 -0.1206 0.07
H -0.896 -1.870 -1.039 0.1069 -0.0147 -0.2159 0.05
H -3.647 -1.447 2.347 -0.0786 0.0161 -0.0526 0.09
H -3.240 -1.108 4.040 0.0134 -0.0230 -0.0199 0.09
H -2.632 -2.571 3.218 0.0178 -0.0346 0.0516 0.09
H 2.349 -0.345 -3.581 0.0369 -0.0041 -0.0835 0.09
H 2.911 -0.505 -1.913 0.0838 0.0718 0.0451 0.09
H 1.645 -1.568 -2.529 -0.0111 -0.1336 0.0125 0.08
H 1.343 2.127 -3.438 0.0838 -0.0246 -0.0660 0.09
H 2.486 2.039 -2.099 0.0884 0.0447 0.0719 0.09
H 0.828 2.617 -1.837 -0.0818 0.1162 0.0637 0.08
H 0.070 0.295 -2.722 0.1367 0.0113 0.1628 0.15
```
Positions in Å, forces in eV/Å.

---

Computed, not measured: C15H25ClCuNO10 as an isolated structure at a distorted geometry, with ωB97M-V/def2-TZVPD.

For the energy above the lowest of the compared OMol25 structures with the same formula, charge and spin, the calculation gives 614.1 kJ/mol. For the LUMO energy, the calculation gives 2.5 eV. The orbital gap comes out at 0.0798 hartree. As for the charge: -2.

Geometry as XYZ:
```
53
Properties=species:S:1:pos:R:3:forces:R:3:lowdin_charge:R:1
Cu -11.897 -6.919 -16.285 0.1635 -0.1137 0.0247 0.09
Cl -11.310 -11.309 -18.580 -0.1294 -0.0271 -0.1298 -0.99
O -4.601 -9.376 -13.728 -1.2955 1.6194 1.0044 -0.30
C -4.928 -8.223 -13.015 2.6629 -2.4278 -1.1728 -0.44
C -5.850 -7.117 -13.663 -4.1654 -0.9721 -2.5166 -0.33
O -7.036 -7.575 -14.389 2.5606 0.7981 1.9401 -0.25
H -3.943 -7.788 -12.845 0.5041 1.5029 -0.2332 0.05
H -5.154 -8.373 -11.959 -1.5475 -0.4855 0.3508 0.07
H -5.333 -6.552 -14.439 0.9018 -0.0799 0.0411 0.08
H -6.235 -6.433 -12.907 0.4293 0.1779 0.6353 0.06
C -17.345 -2.593 -17.577 0.6804 -0.1401 0.2745 0.04
N -17.427 -4.056 -17.845 -1.3305 -1.3676 -1.9426 -0.45
O -18.549 -4.537 -17.932 -0.5592 0.5659 0.9159 0.03
O -16.471 -4.703 -18.204 1.0098 0.9306 0.7951 0.08
H -16.493 -2.287 -18.185 -0.2014 0.3761 0.2105 0.10
H -17.149 -2.436 -16.517 0.1457 -0.1174 -0.1004 0.10
H -18.297 -2.129 -17.835 0.2491 -0.2586 -0.1554 0.09
O -16.016 -7.744 -12.132 -2.2594 0.8907 2.9418 0.10
C -16.889 -7.453 -11.303 1.6885 -1.9103 -2.7999 -0.44
O -17.114 -8.129 -10.143 1.4798 0.2622 -0.2282 0.01
C -18.049 -7.449 -9.306 0.0561 -0.6401 -0.8263 -0.17
C -18.621 -6.307 -10.150 0.5559 0.1335 0.9645 -0.15
C -18.064 -6.560 -11.554 -0.6116 0.7883 0.4398 -0.08
H -17.530 -7.074 -8.424 -0.1989 -0.3490 0.1605 0.12
H -18.791 -8.224 -9.116 -0.0950 0.2714 0.6299 0.12
H -18.145 -5.403 -9.771 -0.3276 0.2596 -0.0703 0.11
H -19.677 -6.293 -9.879 -0.1590 0.4054 -0.9437 0.11
H -17.752 -5.637 -12.042 -0.1476 -0.2093 -0.1469 0.13
H -18.735 -7.128 -12.200 0.0006 0.0932 -0.1031 0.13
O -11.590 -2.285 -13.551 0.6547 1.8007 -0.4290 0.11
C -11.226 -1.140 -13.739 -1.2391 -2.9333 1.3347 -0.48
O -12.085 -0.113 -13.540 -0.4740 0.2572 -0.7430 0.03
C -11.553 1.045 -14.153 0.3834 1.0982 0.0636 -0.19
C -10.037 0.869 -14.097 0.6506 0.0570 0.6480 -0.15
C -9.851 -0.656 -14.040 -0.4876 0.7169 -0.7227 -0.07
H -11.964 1.915 -13.640 0.3139 -0.0343 0.3682 0.12
H -11.850 1.220 -15.187 -0.3700 -0.7633 -0.2514 0.12
H -9.618 1.243 -13.163 -0.1775 0.3987 -0.0092 0.11
H -9.511 1.361 -14.914 -0.1094 -0.1036 -0.0132 0.11
H -9.228 -0.971 -13.202 0.2835 -0.2223 -0.5337 0.14
H -9.600 -1.065 -15.019 0.5368 -0.2704 0.3001 0.14
O -10.359 -3.848 -20.489 1.9786 0.0320 -1.7551 0.10
C -9.438 -3.783 -21.281 -0.8963 -0.3576 0.4422 -0.40
O -8.781 -2.594 -21.539 -2.3169 -0.3274 0.7800 -0.02
C -7.682 -2.787 -22.370 0.2387 -0.9459 -0.7375 -0.20
C -7.966 -4.041 -23.213 -0.4636 -0.5385 0.7887 -0.16
C -8.775 -4.874 -22.220 -0.8674 0.7932 0.5782 -0.06
H -6.927 -2.960 -21.603 1.2498 0.5573 -1.0346 0.14
H -7.694 -1.990 -23.114 1.0407 0.6053 0.8047 0.12
H -7.110 -4.634 -23.538 0.1858 0.4956 -0.1041 0.11
H -8.551 -3.716 -24.073 -0.0678 -0.2842 -0.0775 0.11
H -8.097 -5.496 -21.636 -0.1953 -0.0392 0.2196 0.13
H -9.555 -5.503 -22.649 0.0884 0.0307 0.1236 0.12
```
Positions in Å, forces in eV/Å.

---

Computed, not measured: a 8-piece molecular cluster, C16H24F4N4O20 overall at a distorted geometry, with ωB97M-V/def2-TZVPD.

For the energy above the lowest of the compared OMol25 structures with the same formula, charge and spin, the calculation gives 410.7 kJ/mol. For the LUMO energy, the calculation gives 0.0 eV. The orbital gap comes out at 0.3949 hartree. As for the charge: 0.

Geometry as XYZ:
```
68
Properties=species:S:1:pos:R:3:forces:R:3:lowdin_charge:R:1
C 3.575 -0.614 -8.293 0.1362 1.3935 0.9808 0.07
N 3.236 -0.376 -6.772 0.6958 -0.0381 0.7622 -0.40
O 2.050 -0.327 -6.448 1.6056 -0.1195 -0.7470 0.04
O 4.183 -0.243 -5.969 -1.7082 -0.3437 -1.8555 0.03
H 3.865 -1.646 -8.488 -0.6750 0.0485 0.2449 0.09
H 4.434 0.007 -8.551 0.1772 -0.0563 0.5680 0.08
H 2.756 -0.151 -8.842 -0.2629 -0.8860 0.0650 0.09
C 1.761 -6.021 1.254 -0.1302 -0.5146 0.4336 0.05
N 1.812 -6.706 2.645 -0.5137 0.2414 -1.4939 -0.41
O 2.573 -7.667 2.760 -1.3014 1.4647 0.7637 0.06
O 1.005 -6.205 3.439 1.8238 -1.4465 -0.5248 0.04
H 2.277 -5.069 1.376 -0.4116 0.0026 -0.0402 0.09
H 0.699 -5.968 1.018 0.1596 0.5571 0.2477 0.09
H 2.214 -6.596 0.446 0.3698 -0.2913 0.6187 0.09
C 2.231 6.618 -0.957 0.5335 -0.4565 0.9545 0.04
N 0.842 6.225 -1.351 0.8949 2.0286 1.4747 -0.49
O 0.759 5.557 -2.307 -0.2392 -2.4472 -3.1305 0.09
O -0.099 6.644 -0.730 -0.4090 0.5442 1.0333 0.07
H 2.930 5.957 -1.472 -0.2555 0.2408 -0.1799 0.09
H 2.321 6.418 0.110 -0.1153 0.2231 -0.0064 0.10
H 2.446 7.669 -1.148 -0.4151 -0.1448 -0.1428 0.10
C -7.043 0.945 3.261 -0.6280 -0.8914 0.5054 0.04
N -7.379 1.957 4.287 -0.1176 2.6079 2.0130 -0.42
O -8.242 1.740 5.153 1.2089 -0.5829 -1.7189 0.04
O -6.804 3.057 4.228 -0.4946 -1.8523 -0.4214 0.04
H -7.231 -0.033 3.705 -0.0673 0.1252 0.0634 0.09
H -5.999 0.986 2.952 -0.3728 0.5856 -0.1043 0.10
H -7.808 1.100 2.500 0.4795 0.0159 -0.3379 0.11
C -0.922 0.387 -0.384 -1.3072 1.9371 0.0135 -0.02
C -0.521 -0.374 -1.596 2.3998 2.0406 -0.9617 -0.41
O -1.634 -0.972 -2.020 -2.1076 -3.1795 -1.2670 0.16
C -2.722 -0.322 -1.612 -2.9352 0.7475 0.0794 -0.50
O -3.841 -0.426 -2.106 3.1847 0.2548 1.5799 0.14
O -2.350 0.506 -0.580 -0.8794 -0.7771 -0.6529 0.06
F 0.536 -1.145 -1.332 0.4143 -1.7826 0.5187 0.10
H -0.603 1.426 -0.464 0.5625 -0.2186 0.5314 0.15
H -0.729 -0.072 0.585 0.2530 -0.1063 -0.2635 0.15
H -0.211 0.150 -2.500 0.4251 1.1000 0.4028 0.18
C -0.283 0.987 7.065 0.9862 1.4165 2.6479 -0.06
C -1.211 0.431 6.116 -3.4171 -0.2215 -1.0440 -0.27
O -1.373 1.462 5.171 -0.3216 -2.2847 -0.7184 0.16
C -0.415 2.351 5.326 -0.3799 3.8222 -3.4495 -0.59
O -0.305 3.276 4.529 0.4596 -1.7482 1.9957 0.13
O 0.261 2.138 6.417 1.6649 -0.3001 0.9036 0.12
F -2.537 0.322 6.610 1.5562 -0.6307 0.1287 0.03
H 0.480 0.290 7.412 0.1371 0.3150 -0.1998 0.15
H -0.826 1.415 7.907 -0.0589 -0.4873 0.3225 0.15
H -0.878 -0.542 5.756 -0.5712 0.0856 -0.6371 0.17
C -4.024 0.124 -7.887 0.0921 -0.3144 1.7338 -0.06
C -4.352 -1.203 -7.278 -1.3867 0.0025 -0.3795 -0.28
O -3.839 -1.976 -8.355 -1.8601 -4.5545 1.4005 0.14
C -2.679 -1.515 -8.731 0.9242 -0.5645 -5.3440 -0.53
O -1.935 -2.034 -9.607 -2.1658 1.9942 4.3085 0.11
O -2.766 -0.246 -8.362 4.1156 2.6463 -0.7830 0.06
F -5.686 -1.444 -7.121 0.5419 -0.0501 -0.4212 0.07
H -3.846 0.849 -7.094 -0.4547 0.5266 -0.5825 0.15
H -4.697 0.345 -8.716 -0.0785 0.3980 0.2437 0.16
H -3.884 -1.424 -6.319 0.2879 -0.0802 -0.1468 0.18
C 6.584 -0.286 5.582 -0.4633 0.2351 -1.3355 -0.02
C 6.755 -1.662 4.959 -1.2067 0.7433 -0.1566 -0.26
O 5.385 -2.023 4.652 1.2739 -2.0123 0.1377 0.13
C 4.526 -1.027 4.835 -2.9483 -0.1702 -1.0103 -0.57
O 3.329 -1.065 4.532 3.4389 0.1829 1.0778 0.12
O 5.188 0.012 5.303 0.5211 1.5534 1.3215 0.08
F 7.378 -2.469 5.860 -0.5998 -0.3121 -0.6860 0.08
H 7.168 0.443 5.020 -0.0121 0.1143 0.3061 0.14
H 6.871 -0.291 6.634 -0.5391 0.0870 0.0122 0.14
H 7.242 -1.651 3.984 0.4868 -0.4161 0.3481 0.17
```
Positions in Å, forces in eV/Å.

---

Computed, not measured: C17H31Cl3HfO2P2 as an isolated structure at a distorted geometry, with ωB97M-V/def2-TZVPD.

For the energy above the lowest of the compared OMol25 structures with the same formula, charge and spin, the calculation gives 422.1 kJ/mol. For the LUMO energy, the calculation gives -7.5 eV. The orbital gap comes out at 0.2655 hartree. As for the charge: +2.

Geometry as XYZ:
```
56
Properties=species:S:1:pos:R:3:forces:R:3:lowdin_charge:R:1
P 2.596 0.836 1.752 -0.7207 -0.8082 0.0551 0.90
P -0.184 -1.907 -1.381 0.1038 -0.1678 1.0188 1.00
C 1.339 0.890 0.173 0.8630 1.1340 0.0612 -0.43
C 0.132 0.113 -0.458 -0.0526 -0.2348 -0.5857 -0.38
H 1.953 1.298 -0.641 -0.0868 -0.3197 0.4494 0.10
H 0.858 1.708 0.713 -0.0744 -0.0459 -0.7520 0.01
H -0.743 0.185 0.206 0.1879 0.1532 -0.4038 0.06
H -0.076 0.542 -1.440 -0.0401 0.0716 0.7040 0.07
C -0.329 -1.877 -3.180 0.4785 0.1259 -0.2946 -0.22
H 0.395 -2.639 -3.503 -0.1305 0.2869 -0.1680 0.07
H -0.027 -0.893 -3.566 -0.0119 -0.3496 -0.0675 0.07
H -1.328 -2.143 -3.554 0.2353 0.1619 0.3530 0.08
C -1.778 -2.550 -0.719 0.0422 -0.1454 0.1083 -0.24
H -2.640 -2.356 -1.382 0.4414 -0.0915 0.3475 0.08
H -2.028 -2.206 0.304 0.2924 -0.2484 -0.4720 0.06
H -1.582 -3.635 -0.652 -0.1465 0.2417 -0.0579 0.07
C 3.725 2.194 1.181 0.2461 -0.3630 -0.2281 -0.21
H 4.686 2.033 1.695 -0.3067 0.1197 -0.1382 0.07
H 3.344 3.198 1.430 -0.0602 -0.5078 -0.0176 0.07
H 3.912 2.135 0.096 -0.0403 -0.0898 0.4693 0.06
C 1.670 1.599 3.130 0.0591 0.2733 -0.2219 -0.28
H 0.665 1.158 3.237 0.2980 0.1655 0.0623 0.05
H 1.616 2.698 3.036 -0.1171 -0.4736 0.2657 0.06
H 2.266 1.297 4.011 -0.3579 0.3392 -0.2172 0.06
Hf 1.149 -1.390 0.751 2.8002 -2.9633 0.9649 1.45
C -2.755 0.426 -0.482 -0.9896 -0.0974 -1.2022 -0.11
C -2.251 0.334 -1.722 -1.1090 0.0317 0.2438 -0.18
C -1.975 1.525 -2.595 -0.1505 0.4006 -0.0926 -0.13
C -1.555 2.815 -1.814 -0.6084 -0.0689 -1.0634 -0.16
C -0.667 2.570 -0.667 -0.0859 1.7284 1.9284 -0.14
C -1.069 2.468 0.633 0.3607 2.0434 -1.9966 -0.13
C -2.503 2.494 0.987 -0.4779 -0.1731 0.3339 -0.17
C -3.389 1.694 0.014 -0.5317 0.3892 0.4943 -0.16
C 3.195 -1.404 -0.089 0.2197 -0.2407 -0.2790 -0.26
H -2.874 -0.471 0.130 -0.1046 0.3598 -0.1302 0.10
H -2.001 -0.632 -2.170 -0.3351 0.6262 0.2837 0.03
H -2.868 1.807 -3.189 0.5202 -0.4042 0.0166 0.14
H -1.159 1.239 -3.292 -0.4897 0.3113 0.0819 0.11
H -1.022 3.438 -2.541 -0.0010 -0.0436 0.1799 0.13
H -2.418 3.414 -1.505 0.2116 -0.2462 -0.2436 0.11
H 0.369 2.717 -0.958 0.0324 -0.1116 0.4710 0.11
H -0.428 2.727 1.481 0.3020 -0.5420 -0.3280 0.11
H -2.854 3.541 0.998 0.0418 -0.3075 0.2615 0.14
H -2.585 2.089 2.006 -0.3293 0.2092 -0.1934 0.12
H -4.292 1.443 0.587 0.0401 -0.0627 -0.3606 0.13
H -3.705 2.351 -0.823 0.0278 -0.8101 0.6310 0.12
H 3.524 -2.458 -0.058 -0.0705 0.3569 -0.1446 0.03
H 3.982 -0.815 0.418 -0.3991 -0.3348 -0.3695 -0.01
H 3.167 -1.082 -1.151 0.0187 -0.2156 0.2885 0.03
Cl 3.055 -5.245 2.458 -0.4535 -0.3643 0.3813 0.68
C 1.270 -5.244 2.326 -0.4464 1.0235 -0.1843 -1.48
Cl 0.708 -6.416 1.109 0.2406 0.4431 0.4248 0.65
Cl 0.389 -5.468 3.848 0.6596 0.0788 -0.5470 0.67
C 1.063 -3.776 1.781 0.2511 -0.6688 -0.8844 -0.75
O 1.420 -3.572 0.562 -0.6536 0.2777 1.5813 -0.23
O 0.639 -2.794 2.478 0.4073 0.1478 -0.8176 -0.11
```
Positions in Å, forces in eV/Å.

---

Computed, not measured: C12H20BMgNO15 as an isolated structure at a distorted geometry, with ωB97M-V/def2-TZVPD.

For the energy above the lowest of the compared OMol25 structures with the same formula, charge and spin, the calculation gives 0.0 kJ/mol. For the LUMO energy (spin up / spin down), the calculation gives -5.6 / -9.7 eV. Its spin multiplicity is 2. The orbital gap (spin up / spin down) comes out at 0.2038 / 0.0548 hartree. As for the charge: +1.

Geometry as XYZ:
```
50
Properties=species:S:1:pos:R:3:forces:R:3:lowdin_charge:R:1
Mg 0.781 -0.561 0.729 -1.0473 1.8547 -1.3200 0.49
O -0.778 0.263 -0.190 -2.4774 1.5575 -2.3478 0.04
C -1.398 0.736 -1.191 2.5071 -2.2764 1.5325 -0.28
O -2.327 1.585 -1.210 -0.1157 0.5474 0.8929 0.33
B -2.709 1.855 -2.618 -1.5496 0.9107 -1.6569 -0.82
O -1.894 0.916 -3.429 0.3008 -0.0245 0.6061 0.29
C -1.082 0.282 -2.637 2.0813 -2.1493 -1.1542 -0.33
O -0.206 -0.546 -2.950 -2.2850 2.0353 1.1072 0.11
O -2.512 3.237 -3.048 3.1274 -0.9304 1.2980 0.26
C -3.604 3.731 -3.482 -3.5239 4.6698 -2.9390 -0.39
O -3.800 4.809 -4.072 1.1800 -3.0111 2.0019 0.14
C -4.703 2.704 -3.274 -5.6610 1.9882 -3.3420 -0.36
O -4.134 1.652 -2.837 1.0875 -3.0838 1.7286 0.26
O -5.899 2.796 -3.677 4.5573 -0.2875 1.9967 0.11
N 2.916 -2.035 2.516 -0.9075 0.5762 -0.4283 -0.43
O 3.888 -1.525 3.093 -1.5062 -1.2847 -0.8949 0.30
O 2.657 -3.250 2.583 0.9120 1.9791 0.1433 0.27
O 2.129 -1.288 1.861 3.2529 -1.8332 2.3672 0.10
C 1.871 -2.842 -1.073 2.1817 -0.4277 0.0885 -0.04
O 0.904 -2.076 -0.386 -0.5745 -1.7454 -1.3222 -0.23
C -0.323 -2.789 -0.189 -1.3838 -0.2004 0.5686 -0.11
C -0.655 -2.890 1.294 -0.0665 0.3140 -0.0680 -0.10
O -0.461 -1.532 1.798 -1.3999 -2.0991 2.9918 -0.24
C -0.725 -1.493 3.262 -0.1067 1.0140 -0.1027 0.01
H 2.748 -2.240 -1.310 -0.3275 0.5067 0.0095 0.10
H 1.604 -3.327 -2.012 -0.8353 0.2622 0.1883 0.13
H 2.313 -3.579 -0.402 -0.4111 -0.4416 0.1354 0.10
H -0.370 -3.759 -0.683 0.4173 0.0708 0.0368 0.16
H -1.163 -2.204 -0.563 0.3722 0.2247 -0.5912 0.14
H -0.101 -3.615 1.891 0.4878 0.1686 -0.0637 0.13
H -1.703 -3.169 1.400 -0.1190 0.0988 -0.0706 0.15
H -0.446 -0.520 3.666 0.3973 -0.0471 -0.4909 0.08
H -0.200 -2.225 3.876 0.2287 -0.4096 -0.6657 0.11
H -1.784 -1.538 3.516 -0.1673 -0.4579 -0.6593 0.11
C -0.475 1.700 2.534 -0.6966 -0.2571 0.4797 -0.02
O 0.604 1.000 1.894 0.2737 1.5853 1.0793 -0.25
C 1.708 1.864 1.649 1.0459 0.6494 -0.5101 -0.15
C 1.936 2.001 0.144 0.0035 -0.7397 0.5085 -0.08
O 1.858 0.637 -0.404 1.1305 0.9876 0.5077 -0.24
C 2.321 0.504 -1.749 -0.2351 1.3090 -1.2004 -0.03
H -1.357 1.061 2.515 0.0255 0.2476 -0.5071 0.10
H -0.654 2.677 2.085 -0.0969 -0.2566 -0.3226 0.12
H -0.279 1.869 3.593 0.4928 -0.0153 0.0538 0.11
H 2.597 1.514 2.175 0.0020 -0.4534 -0.1128 0.14
H 1.580 2.880 2.021 -0.4852 -0.0738 0.1998 0.15
H 2.899 2.480 -0.032 0.2224 -0.3756 -0.1433 0.15
H 1.191 2.693 -0.250 -0.3583 -0.5096 -0.5338 0.15
H 2.179 -0.470 -2.217 -0.1627 0.0185 0.7805 0.08
H 3.349 0.843 -1.875 0.1574 -0.1649 0.4100 0.11
H 1.707 1.187 -2.336 0.0548 -0.0207 -0.2655 0.11
```
Positions in Å, forces in eV/Å.